Computed, not measured: a cluster of 2 separate species, C6H8ClN3O in total in a non-equilibrium geometry, with ωB97M-V with the def2-TZVPD basis set.

Summary:
- frontier orbital gap (eV) = 8.69
- E_HOMO (eV) = -8.51
- molecular weight (g mol⁻¹) = 173.603
- LUMO (eV) = 0.2
- electronic energy (eV) = -25388.4763

Each atom is followed by the atoms it is bonded to, with distances in Å.
Geometry (Å):
1 C -2.709 0.866 0.001  N7 1.405, N8 1.305, H12 1.038
2 C -2.582 -1.263 0.189  N7 1.275, N9 1.405, H13 1.103
3 C -0.141 -1.399 -0.099  N9 1.345, O10 1.216
4 C 1.411 0.535 1.373  C6 1.605, H14 1.115, H15 1.029, H16 1.045
5 C 1.739 0.785 -1.329  C6 1.478, H17 1.168, H18 1.154, H19 1.162
6 C 1.671 -0.038 -0.103  C4 1.605, C5 1.478, Cl11 1.734
7 N -3.442 -0.324 0.144  C1 1.405, C2 1.275
8 N -1.434 0.604 -0.092  C1 1.305, N9 1.343
9 N -1.290 -0.721 0.074  C2 1.405, C3 1.345, N8 1.343
10 O 0.031 -2.603 -0.094  C3 1.216
11 Cl 2.932 -1.214 0.085  C6 1.734
12 H -3.237 1.743 -0.173  C1 1.038
13 H -2.719 -2.352 0.079  C2 1.103
14 H 2.181 1.339 1.426  C4 1.115
15 H 0.472 0.941 1.255  C4 1.029
16 H 1.694 -0.209 2.051  C4 1.045
17 H 2.365 0.220 -2.138  C5 1.168
18 H 2.304 1.752 -1.051  C5 1.154
19 H 0.753 1.338 -1.599  C5 1.162